[1]
{
  "formula": "C14H14N2O3S",
  "method": "ωB97M-V/def2-TZVPD",
  "homo_lumo_gap_ev": 8.94,
  "multiplicity": 1,
  "de_lowest_kcal_mol": 78.7,
  "energy_ha": -1275.24103,
  "homo_energy_ev": -9.2,
  "smiles": "C[C@@H](CNC(=O)c1cccs1)c1ccc([N+](=O)[O-])cc1",
  "symbols": ["C", "C", "C", "N", "C", "O", "C", "C", "C", "C", "S", "C", "C", "C", "C", "N", "O", "O", "C", "C", "H", "H", "H", "H", "H", "H", "H", "H", "H", "H", "H", "H", "H", "H"],
  "coordinates": [[3.85, 0.43, -0.43], [2.49, -0.24, -0.64], [2.27, -1.34, 0.43], [0.94, -1.89, 0.34], [-0.07, -1.36, 1.08], [0.12, -0.66, 2.06], [-1.43, -1.68, 0.63], [-2.59, -1.26, 1.23], [-3.75, -1.63, 0.53], [-3.47, -2.32, -0.61], [-1.79, -2.53, -0.84], [1.32, 0.70, -0.55], [0.24, 0.51, -1.41], [-0.93, 1.22, -1.25], [-1.01, 2.16, -0.23], [-2.24, 2.88, -0.03], [-2.24, 3.79, 0.77], [-3.21, 2.52, -0.67], [0.07, 2.41, 0.60], [1.23, 1.67, 0.44], [3.97, 1.26, -1.13], [3.96, 0.80, 0.58], [4.65, -0.29, -0.62], [2.48, -0.72, -1.63], [2.36, -0.91, 1.43], [3.00, -2.14, 0.31], [0.70, -2.40, -0.50], [-2.58, -0.70, 2.15], [-4.75, -1.38, 0.85], [-4.15, -2.72, -1.33], [0.30, -0.23, -2.19], [-1.78, 1.06, -1.89], [-0.02, 3.14, 1.39], [2.05, 1.83, 1.12]]
}

[2]
{
  "formula": "C14H15BCl3NO",
  "method": "ωB97M-V/def2-TZVPD",
  "homo_lumo_gap_ev": 7.26,
  "multiplicity": 1,
  "de_lowest_kcal_mol": 21.1,
  "energy_ha": -2078.01391,
  "homo_energy_ev": -9.1,
  "symbols": ["Cl", "B", "Cl", "Cl", "O", "C", "C", "C", "C", "C", "C", "C", "H", "H", "H", "H", "H", "H", "C", "C", "C", "C", "C", "N", "C", "C", "H", "H", "H", "H", "H", "H", "H", "H", "H"],
  "coordinates": [[3.70, -2.18, 3.04], [2.85, -0.54, 2.99], [2.84, 0.31, 4.64], [3.65, 0.57, 1.70], [1.44, -0.81, 2.54], [0.53, 0.08, 2.35], [-0.82, -0.32, 2.57], [-1.78, 0.69, 2.79], [-3.09, 0.36, 3.09], [-3.47, -0.97, 3.23], [-2.51, -1.99, 3.10], [-1.19, -1.68, 2.81], [0.82, 1.12, 2.15], [-1.45, 1.73, 2.72], [-3.84, 1.14, 3.19], [-4.52, -1.25, 3.40], [-2.80, -3.04, 3.21], [-0.42, -2.45, 2.79], [0.81, 1.06, -5.52], [1.87, 0.55, -4.76], [1.68, 0.22, -3.42], [0.43, 0.38, -2.82], [0.18, -0.10, -1.40], [0.83, 0.51, -0.28], [-0.63, 0.88, -3.58], [-0.44, 1.23, -4.92], [0.95, 1.31, -6.58], [2.85, 0.43, -5.23], [2.51, -0.19, -2.83], [-0.91, 0.02, -1.23], [0.45, -1.17, -1.35], [0.90, 1.51, -0.12], [1.44, -0.05, 0.34], [-1.61, 0.98, -3.11], [-1.27, 1.64, -5.50]]
}

[3]
{
  "formula": "C14H15BrF4NO6",
  "method": "ωB97M-V/def2-TZVPD",
  "homo_lumo_gap_ev": 4.14,
  "multiplicity": 1,
  "energy_ha": -4021.90094,
  "charge": -1,
  "homo_energy_ev": -3.1,
  "symbols": ["O", "C", "F", "C", "N", "C", "O", "C", "C", "C", "C", "C", "C", "C", "O", "O", "Br", "H", "H", "H", "H", "H", "H", "H", "H", "H", "C", "C", "O", "C", "O", "C", "F", "F", "F", "H", "H", "H", "H", "H", "H"],
  "coordinates": [[-1.85, -1.14, 0.15], [-1.56, -0.29, 1.00], [-2.58, 0.68, 1.30], [-0.17, -0.23, 1.82], [1.04, -0.45, 0.96], [2.31, -0.02, 1.63], [2.38, -0.34, 3.04], [2.23, 0.80, 3.87], [1.15, 0.72, 5.02], [0.91, 1.90, 6.03], [1.75, 3.20, 5.89], [2.81, 3.32, 4.77], [3.04, 2.11, 3.80], [0.91, 0.23, -0.36], [0.75, -0.46, -1.41], [0.92, 1.66, -0.52], [0.39, 2.12, -2.23], [-0.20, -1.04, 2.63], [-0.10, 0.80, 2.33], [3.16, -0.62, 1.12], [2.50, 1.08, 1.38], [0.51, -0.21, 5.19], [0.12, 1.74, 6.86], [1.56, 4.05, 6.65], [3.41, 4.29, 4.66], [3.84, 2.21, 2.97], [-1.08, -1.37, -3.07], [-2.55, -1.12, -3.37], [-2.80, -0.79, -4.73], [-2.92, -1.86, -5.71], [-3.79, -2.77, -5.32], [-1.53, -2.48, -6.13], [-0.58, -1.51, -6.23], [-1.60, -3.05, -7.36], [-1.04, -3.41, -5.29], [-0.44, -0.67, -3.61], [-0.90, -1.26, -2.00], [-0.79, -2.38, -3.34], [-2.86, -0.23, -2.80], [-3.18, -1.94, -3.01], [-3.18, -1.28, -6.61]]
}

[4]
{
  "formula": "C14H15Cl2IrN3O5",
  "method": "ωB97M-V/def2-TZVPD",
  "homo_lumo_gap_ev": [6.41, 4.62],
  "multiplicity": 5,
  "de_lowest_kcal_mol": 383.3,
  "energy_ha": -2107.07285,
  "charge": -1,
  "homo_energy_ev": [-4.0, -3.9],
  "s2": 6.065,
  "symbols": ["Ir", "O", "C", "C", "N", "C", "C", "O", "O", "C", "C", "O", "O", "H", "H", "H", "H", "H", "H", "H", "H", "H", "Cl", "C", "C", "C", "C", "C", "Cl", "C", "N", "H", "H", "H", "C", "C", "N", "H", "H", "H"],
  "coordinates": [[-0.03, 0.88, 0.02], [0.51, -1.05, 1.21], [-1.13, -2.55, -0.23], [-2.11, -1.82, 0.62], [-2.23, -0.37, 0.25], [-2.88, -0.21, -1.04], [-2.55, 1.13, -1.71], [-3.39, 1.64, -2.45], [-1.38, 1.61, -1.48], [-2.87, 0.42, 1.30], [-1.92, 0.67, 2.48], [-2.33, 0.50, 3.62], [-0.76, 1.08, 2.14], [0.01, -0.86, -0.84], [0.92, -3.09, 0.77], [-1.37, -3.23, -1.02], [-1.87, -1.82, 1.68], [-3.10, -2.29, 0.47], [-3.97, -0.31, -0.99], [-2.49, -0.99, -1.70], [-3.81, -0.03, 1.65], [-3.09, 1.40, 0.87], [5.36, -0.49, 1.67], [4.26, -0.96, 0.38], [4.62, -1.99, -0.44], [3.96, -2.66, -1.47], [2.59, -2.76, -1.81], [1.48, -2.44, -1.11], [0.44, -1.98, -0.04], [3.19, -0.06, 0.25], [2.42, 0.79, 0.21], [5.64, -2.34, -0.25], [4.62, -3.27, -2.08], [2.41, -3.33, -2.72], [0.08, 5.61, 0.35], [0.27, 4.18, 0.20], [0.40, 3.05, 0.09], [-0.70, 5.80, 1.08], [-0.22, 6.04, -0.61], [1.01, 6.08, 0.68]]
}

[5]
{
  "formula": "C14H15ClFN3S",
  "method": "ωB97M-V/def2-TZVPD",
  "homo_lumo_gap_ev": 8.29,
  "multiplicity": 1,
  "de_lowest_kcal_mol": 3.0,
  "energy_ha": -1664.97346,
  "homo_energy_ev": -7.8,
  "smiles": "Fc1ccccc1N1CCN(Cc2cnc(Cl)s2)CC1",
  "symbols": ["F", "C", "C", "C", "C", "C", "C", "N", "C", "C", "N", "C", "C", "C", "N", "C", "Cl", "S", "C", "C", "H", "H", "H", "H", "H", "H", "H", "H", "H", "H", "H", "H", "H", "H", "H"],
  "coordinates": [[-1.07, -2.45, -1.31], [-2.09, -1.90, -0.60], [-3.22, -2.66, -0.45], [-4.28, -2.19, 0.30], [-4.18, -0.95, 0.89], [-3.05, -0.18, 0.73], [-1.95, -0.62, -0.02], [-0.86, 0.21, -0.20], [-0.23, 0.82, 0.95], [0.33, 2.19, 0.54], [1.23, 2.14, -0.59], [2.64, 1.98, -0.33], [3.10, 0.62, 0.11], [3.17, 0.11, 1.37], [3.60, -1.17, 1.48], [3.87, -1.68, 0.34], [4.43, -3.25, 0.10], [3.63, -0.59, -1.02], [0.66, 1.38, -1.68], [0.08, 0.02, -1.28], [-3.25, -3.64, -0.92], [-5.17, -2.79, 0.42], [-5.00, -0.56, 1.48], [-3.00, 0.80, 1.18], [-0.95, 0.94, 1.75], [0.59, 0.18, 1.31], [0.84, 2.66, 1.39], [-0.51, 2.84, 0.25], [2.91, 2.70, 0.45], [3.17, 2.24, -1.25], [2.92, 0.64, 2.27], [1.41, 1.25, -2.46], [-0.16, 1.99, -2.09], [-0.43, -0.40, -2.15], [0.88, -0.67, -0.99]]
}

[6]
{
  "formula": "C14H15FN2OS",
  "method": "ωB97M-V/def2-TZVPD",
  "homo_lumo_gap_ev": 8.85,
  "multiplicity": 1,
  "de_lowest_kcal_mol": 285.0,
  "energy_ha": -1224.84629,
  "homo_energy_ev": -8.1,
  "symbols": ["C", "N", "C", "C", "O", "N", "C", "C", "C", "C", "C", "C", "F", "H", "H", "H", "H", "H", "H", "H", "C", "C", "C", "C", "C", "S", "H", "H", "H", "H", "H", "H", "H", "H"],
  "coordinates": [[2.98, 2.46, -0.30], [2.71, 1.15, 0.12], [1.71, 1.33, 1.15], [0.20, 1.48, 0.61], [-0.12, 2.38, -0.06], [-0.75, 0.36, 0.82], [-2.09, 0.17, 0.46], [-2.70, 1.28, -0.57], [-4.02, 1.04, -0.99], [-4.56, -0.23, -0.64], [-3.99, -0.96, 0.13], [-2.76, -0.81, 0.45], [-1.98, -2.03, 1.17], [-4.37, -2.02, 0.38], [-5.61, -0.39, -1.11], [-4.55, 1.74, -1.35], [-2.16, 2.04, -0.61], [-0.38, -0.42, 1.33], [1.94, 2.16, 1.78], [1.54, 0.35, 1.86], [2.13, 0.27, -1.07], [1.74, -1.01, -0.35], [2.50, -1.76, 0.46], [1.85, -3.09, 0.77], [0.81, -3.15, -0.42], [0.57, -1.93, -1.17], [0.18, -4.36, -0.24], [2.32, -3.72, 1.25], [3.31, -1.57, 1.03], [3.08, 0.19, -1.58], [1.34, 0.77, -1.61], [2.07, 2.97, -1.00], [3.33, 3.11, 0.46], [3.71, 2.21, -1.13]]
}

[7]
{
  "formula": "C14H15IrN6O5S",
  "method": "ωB97M-V/def2-TZVPD",
  "homo_lumo_gap_ev": [8.18, 6.36],
  "multiplicity": 5,
  "energy_ha": -1749.68813,
  "homo_energy_ev": [-8.1, -8.5],
  "s2": 6.012,
  "symbols": ["Ir", "N", "C", "C", "O", "N", "C", "C", "O", "O", "H", "H", "H", "H", "H", "H", "N", "C", "C", "C", "C", "C", "C", "S", "O", "O", "N", "C", "N", "C", "C", "C", "N", "H", "H", "H", "H", "H", "H", "H", "H", "H"],
  "coordinates": [[2.21, 0.42, -1.32], [1.68, 2.60, -1.42], [1.68, 3.14, -0.05], [2.64, 2.39, 0.85], [3.26, 2.94, 1.73], [2.73, 1.03, 0.55], [3.79, 0.26, 1.13], [4.74, -0.20, -0.02], [5.86, -0.56, 0.20], [4.14, -0.21, -1.22], [0.73, 2.61, -1.81], [2.29, 3.13, -2.03], [1.93, 4.19, -0.02], [0.67, 3.01, 0.36], [4.36, 0.79, 1.89], [3.40, -0.68, 1.54], [-4.69, -0.35, 3.16], [-3.96, -0.08, 2.02], [-3.00, 0.94, 2.01], [-2.24, 1.18, 0.89], [-2.41, 0.40, -0.25], [-3.36, -0.62, -0.26], [-4.13, -0.85, 0.86], [-1.43, 0.70, -1.67], [-1.07, 2.10, -1.64], [-2.14, 0.17, -2.80], [-0.02, -0.06, -1.46], [0.11, -1.42, -1.44], [-0.88, -2.31, -1.37], [-0.50, -3.58, -1.26], [0.82, -3.99, -1.20], [1.78, -3.00, -1.29], [1.42, -1.73, -1.43], [-4.76, 0.38, 3.84], [-5.54, -0.87, 3.04], [-2.87, 1.55, 2.90], [-1.53, 1.99, 0.88], [-3.49, -1.21, -1.15], [-4.87, -1.64, 0.85], [-1.30, -4.31, -1.22], [1.09, -5.03, -1.10], [2.84, -3.21, -1.27]]
}

[8]
{
  "formula": "C14H15IrN9O2S2SbSe5",
  "method": "ωB97M-V/def2-TZVPD",
  "homo_lumo_gap_ev": [6.33, 5.26],
  "multiplicity": 2,
  "de_lowest_kcal_mol": 64.7,
  "energy_ha": -14334.01063,
  "charge": -1,
  "homo_energy_ev": [-4.8, -4.8],
  "s2": 0.768,
  "symbols": ["Ir", "Se", "Sb", "Se", "Se", "Se", "N", "C", "C", "C", "C", "C", "C", "S", "O", "O", "N", "C", "N", "C", "C", "C", "N", "H", "H", "H", "H", "H", "H", "H", "H", "H", "C", "C", "N", "N", "C", "S", "N", "N", "H", "H", "H", "H", "H", "H", "Se", "C", "N"],
  "coordinates": [[-2.09, -0.09, -1.12], [-4.01, 3.05, 4.09], [-4.60, 1.01, 2.99], [-2.40, 0.80, 1.27], [-4.12, 0.97, -0.35], [-4.70, -1.02, 4.26], [1.27, 5.72, 2.84], [0.97, 4.85, 1.80], [1.99, 4.30, 1.02], [1.70, 3.45, -0.03], [0.37, 3.14, -0.31], [-0.66, 3.70, 0.44], [-0.36, 4.55, 1.49], [-0.01, 1.98, -1.57], [-1.49, 1.98, -1.67], [0.72, 2.30, -2.76], [0.23, 0.48, -1.00], [1.42, -0.14, -1.17], [2.54, 0.57, -1.42], [3.65, -0.12, -1.64], [3.71, -1.50, -1.59], [2.54, -2.13, -1.21], [1.41, -1.48, -0.99], [2.18, 5.61, 3.24], [0.55, 5.79, 3.55], [3.02, 4.54, 1.24], [2.48, 3.01, -0.63], [-1.68, 3.45, 0.21], [-1.16, 4.96, 2.09], [4.54, 0.47, -1.86], [4.62, -2.05, -1.79], [2.51, -3.21, -1.08], [1.05, -4.84, 0.79], [-0.27, -4.51, 0.21], [-1.09, -5.34, -0.34], [-2.14, -4.56, -0.73], [-2.01, -3.27, -0.40], [-3.14, -2.06, -0.71], [-0.79, -3.23, 0.21], [-0.25, -2.09, 0.77], [1.28, -5.88, 0.58], [1.05, -4.69, 1.87], [1.83, -4.20, 0.36], [-2.91, -4.95, -1.26], [0.47, -1.72, 0.16], [-0.03, -2.22, 1.74], [-1.54, -0.81, -3.41], [-2.92, -1.93, -3.91], [-3.74, -2.65, -4.28]]
}

[9]
{
  "formula": "C14H15N3O5S",
  "method": "ωB97M-V/def2-TZVPD",
  "homo_lumo_gap_ev": 8.65,
  "multiplicity": 1,
  "de_lowest_kcal_mol": 0.0,
  "energy_ha": -1481.14719,
  "homo_energy_ev": -8.5,
  "smiles": "O=C(O)CNC(=O)c1c(O)nc2sc3c(n2c1=O)CCCCC3",
  "symbols": ["O", "C", "O", "C", "N", "C", "O", "C", "C", "O", "N", "C", "S", "C", "C", "N", "C", "O", "C", "C", "C", "C", "C", "H", "H", "H", "H", "H", "H", "H", "H", "H", "H", "H", "H", "H", "H", "H"],
  "coordinates": [[1.80, 5.48, -4.32], [1.58, 4.38, -4.00], [2.10, 3.37, -4.60], [0.48, 4.11, -2.99], [0.73, 2.87, -2.21], [1.26, 2.93, -0.94], [1.90, 3.92, -0.69], [1.29, 1.80, -0.04], [2.54, 1.35, 0.38], [3.64, 2.14, 0.26], [2.82, 0.10, 0.94], [1.71, -0.60, 1.12], [1.84, -2.03, 2.04], [0.22, -2.37, 1.62], [-0.42, -1.27, 1.09], [0.43, -0.26, 0.69], [0.20, 0.89, -0.06], [-0.80, 1.12, -0.71], [-1.90, -1.43, 0.88], [-2.72, -1.90, 2.13], [-2.87, -3.51, 2.02], [-1.64, -4.25, 1.48], [-0.32, -3.76, 1.99], [2.74, 3.84, -5.18], [-0.42, 4.14, -3.49], [0.41, 4.97, -2.39], [0.20, 1.97, -2.37], [3.47, 3.12, 0.08], [-2.32, -0.46, 0.59], [-2.07, -2.06, 0.05], [-2.09, -1.51, 3.01], [-3.67, -1.47, 2.22], [-3.82, -3.69, 1.42], [-2.99, -3.90, 3.02], [-1.61, -4.31, 0.42], [-1.85, -5.27, 1.82], [0.48, -4.46, 1.71], [-0.32, -4.00, 3.00]]
}

[10]
{
  "formula": "C14H15N5OS2",
  "method": "ωB97M-V/def2-TZVPD",
  "homo_lumo_gap_ev": 9.07,
  "multiplicity": 1,
  "de_lowest_kcal_mol": 27.3,
  "energy_ha": -1687.83786,
  "homo_energy_ev": -8.5,
  "smiles": "COc1ccc(C)cc1-n1nnnc1SCc1csc(C)n1",
  "symbols": ["C", "O", "C", "C", "C", "C", "C", "C", "C", "N", "N", "N", "N", "C", "S", "C", "C", "C", "S", "C", "C", "N", "H", "H", "H", "H", "H", "H", "H", "H", "H", "H", "H", "H", "H", "H", "H"],
  "coordinates": [[-1.56, -2.92, -1.31], [-1.40, -1.59, -0.88], [-2.50, -0.88, -0.52], [-3.81, -1.35, -0.53], [-4.86, -0.52, -0.19], [-4.65, 0.80, 0.17], [-5.78, 1.71, 0.54], [-3.34, 1.28, 0.20], [-2.29, 0.45, -0.13], [-0.98, 0.95, -0.10], [-0.60, 2.06, -0.76], [0.64, 2.22, -0.55], [1.13, 1.29, 0.24], [0.13, 0.48, 0.53], [0.10, -0.86, 1.62], [1.60, -1.82, 1.11], [2.70, -0.95, 0.63], [3.56, -0.22, 1.39], [4.60, 0.71, 0.40], [3.79, 0.04, -1.01], [4.17, 0.46, -2.37], [2.86, -0.79, -0.72], [-1.96, -3.55, -0.51], [-0.57, -3.27, -1.58], [-2.22, -2.98, -2.18], [-4.02, -2.37, -0.82], [-5.86, -0.91, -0.21], [-5.75, 1.93, 1.61], [-5.71, 2.65, 0.00], [-6.74, 1.24, 0.32], [-3.13, 2.30, 0.47], [1.28, -2.49, 0.32], [1.88, -2.37, 2.00], [3.62, -0.17, 2.46], [3.77, 1.45, -2.57], [5.25, 0.49, -2.48], [3.74, -0.24, -3.09]]
}

[11]
{
  "formula": "C14H15NO4S2",
  "method": "ωB97M-V/def2-TZVPD",
  "homo_lumo_gap_ev": 9.01,
  "multiplicity": 1,
  "de_lowest_kcal_mol": 6.1,
  "energy_ha": -1694.54448,
  "homo_energy_ev": -8.3,
  "smiles": "O=S(=O)(NCCc1ccc2c(c1)OCCO2)c1cccs1",
  "symbols": ["O", "S", "O", "N", "C", "C", "C", "C", "C", "C", "C", "C", "O", "C", "C", "O", "C", "C", "C", "C", "S", "H", "H", "H", "H", "H", "H", "H", "H", "H", "H", "H", "H", "H", "H", "H"],
  "coordinates": [[-2.95, -1.80, 1.12], [-2.72, -0.40, 0.92], [-2.33, 0.41, 2.04], [-1.63, -0.15, -0.32], [-1.05, -1.34, -0.93], [-0.01, -2.02, -0.03], [1.12, -1.09, 0.28], [1.06, -0.23, 1.37], [2.09, 0.65, 1.63], [3.20, 0.71, 0.80], [3.25, -0.12, -0.32], [2.22, -1.01, -0.57], [4.30, -0.07, -1.21], [5.11, 1.07, -1.06], [5.41, 1.31, 0.42], [4.21, 1.58, 1.12], [-4.18, 0.28, 0.21], [-5.28, -0.39, -0.23], [-6.25, 0.48, -0.78], [-5.86, 1.78, -0.74], [-4.30, 1.97, -0.03], [-0.92, 0.50, -0.02], [-1.88, -2.02, -1.11], [-0.61, -1.04, -1.88], [-0.51, -2.34, 0.89], [0.36, -2.91, -0.55], [0.20, -0.27, 2.03], [2.05, 1.31, 2.49], [2.30, -1.65, -1.44], [6.03, 0.88, -1.62], [4.60, 1.95, -1.47], [6.05, 2.18, 0.56], [5.89, 0.42, 0.84], [-5.38, -1.46, -0.15], [-7.19, 0.15, -1.18], [-6.40, 2.64, -1.08]]
}

[12]
{
  "formula": "C14H16",
  "method": "ωB97M-V/def2-TZVPD",
  "homo_lumo_gap_ev": 9.85,
  "multiplicity": 1,
  "de_lowest_kcal_mol": 16.0,
  "energy_ha": -543.04743,
  "homo_energy_ev": -9.0,
  "smiles": "Cc1ccccc1.Cc1ccccc1",
  "symbols": ["C", "C", "C", "C", "C", "C", "C", "H", "H", "H", "H", "H", "H", "H", "H", "C", "C", "C", "C", "C", "C", "C", "H", "H", "H", "H", "H", "H", "H", "H"],
  "coordinates": [[-1.63, 3.78, -0.12], [-1.54, 2.67, -1.12], [-0.74, 1.58, -0.85], [-0.74, 0.39, -1.61], [-1.40, 0.40, -2.83], [-2.19, 1.51, -3.13], [-2.38, 2.53, -2.23], [-2.22, 4.61, -0.52], [-0.72, 4.21, 0.30], [-2.26, 3.41, 0.70], [-0.13, 1.52, 0.05], [0.04, -0.32, -1.39], [-1.36, -0.49, -3.45], [-2.76, 1.50, -4.06], [-3.13, 3.28, -2.46], [0.33, -1.79, 3.36], [1.14, -2.03, 2.12], [1.76, -0.93, 1.55], [2.36, -0.98, 0.29], [2.64, -2.22, -0.27], [2.16, -3.34, 0.37], [1.32, -3.26, 1.48], [-0.13, -2.67, 3.80], [-0.48, -1.08, 3.15], [0.95, -1.30, 4.11], [1.78, 0.02, 2.09], [2.89, -0.13, -0.13], [3.17, -2.31, -1.20], [2.31, -4.38, 0.06], [0.95, -4.18, 1.90]]
}